ORCA calculation (ωB97M-V with the def2-TZVPD basis set) on a 7-piece molecular cluster, C21H29ClN9O overall.

The calculation puts the total energy at -50213.6596 eV. Its maximum force is 5.1 eV Å⁻¹. The value obtained for the LUMO energy is -4.49 eV. As for the charge: +1. As for the HOMO energy: -11.7 eV. Its multiplicity is 1.

Last column: natural (NBO) charge in e.
Atoms and positions in Å:
1 N -3.26 3.48 1.14  -0.764
2 C -2.88 2.07 0.97  0.715
3 N -2.77 1.63 -0.28  -0.718
4 N -2.72 1.31 2.20  -0.443
5 Cl -4.15 1.30 3.16  0.215
6 C -2.17 -0.06 2.00  -0.347
7 C -0.55 -0.14 2.13  0.547
8 O -0.07 -1.06 2.86  -0.475
9 C 0.45 0.88 1.45  -0.177
10 C 1.43 0.28 0.38  -0.191
11 C 2.52 1.16 -0.35  -0.197
12 C 2.61 2.66 0.01  -0.199
13 C 1.64 3.25 1.07  -0.218
14 C 0.56 2.40 1.80  -0.241
15 H -3.16 3.99 0.24  0.422
16 H -2.59 3.87 1.84  0.415
17 H -2.85 0.66 -0.60  0.447
18 H -2.68 2.35 -1.02  0.463
19 H -2.50 -0.60 1.05  0.215
20 H -2.56 -0.70 2.87  0.282
21 H 1.44 -0.83 0.09  0.257
22 H 3.24 0.72 -1.12  0.261
23 H 3.41 3.34 -0.46  0.249
24 H 1.73 4.37 1.35  0.241
25 H -0.14 2.82 2.59  0.222
26 C 1.70 -4.27 0.49  -0.719
27 C 2.01 -3.22 -0.54  0.333
28 N 2.25 -2.40 -1.35  -0.405
29 H 0.89 -3.92 1.14  0.264
30 H 1.39 -5.19 0.01  0.264
31 H 2.58 -4.46 1.11  0.272
32 C -6.90 3.98 -0.95  -0.723
33 C -5.50 4.08 -1.45  0.353
34 N -4.39 4.16 -1.85  -0.427
35 H -7.26 2.95 -1.04  0.264
36 H -6.95 4.27 0.10  0.265
37 H -7.55 4.64 -1.53  0.277
38 C 2.86 -2.13 -4.44  -0.716
39 C 2.42 -2.55 -5.81  0.288
40 N 2.07 -2.88 -6.89  -0.352
41 H 2.66 -1.06 -4.30  0.250
42 H 2.33 -2.69 -3.68  0.264
43 H 3.93 -2.31 -4.33  0.263
44 C 3.95 -7.99 1.23  -0.717
45 C 2.88 -7.28 2.00  0.298
46 N 2.04 -6.72 2.62  -0.357
47 H 4.77 -7.30 1.01  0.256
48 H 4.34 -8.82 1.81  0.265
49 H 3.54 -8.36 0.29  0.257
50 C -3.28 2.12 6.79  -0.708
51 C -3.82 2.91 7.94  0.269
52 N -4.25 3.53 8.85  -0.303
53 H -2.55 2.71 6.24  0.244
54 H -2.80 1.21 7.16  0.259
55 H -4.09 1.84 6.12  0.238
56 C 4.22 1.12 -7.46  -0.718
57 C 4.92 0.76 -6.18  0.298
58 N 5.46 0.47 -5.17  -0.356
59 H 3.49 0.35 -7.72  0.264
60 H 3.71 2.08 -7.35  0.252
61 H 4.96 1.21 -8.27  0.261


ORCA calculation (ωB97M-V with the def2-TZVPD basis set) on a 12-piece molecular cluster, C60H53N3O41 overall.

The calculation puts the total energy at -151478.7161 eV. Its maximum force is 6.4 eV Å⁻¹. The value obtained for the LUMO energy is -2.40 eV. As for the charge: 0. As for the HOMO energy: -9.3 eV. As for the SMILES: O=C1C=C(O)C(=O)C=C1O.O=C1C=C(O)C(=O)C=C1O.O=C1C=C(O)C(=O)C=C1O.O=C1C=C(O)C(=O)C=C1O.O=C1C=C(O)C(=O)C=C1O.O=C1C=C(O)C(=O)C=C1O.O=C1C=C(O)C(=O)C=C1O.O=C1C=C(O)C(=O)C=C1O.O=C1C=C(O)C(=O)C=C1O.C[N+](=O)[O-].C[N+](=O)[O-].COC[C@H](C)N. Its multiplicity is 1.

Last column: Löwdin charge in e.
Atoms and positions in Å:
1 O -5.92 -0.51 1.86  0.105
2 C -5.63 -1.65 1.54  -0.343
3 C -6.45 -2.33 0.54  0.080
4 C -6.28 -3.67 0.30  -0.248
5 O -7.14 -4.23 -0.53  0.115
6 C -5.41 -4.60 1.01  -0.309
7 O -5.36 -5.81 0.85  0.131
8 C -4.41 -3.84 1.81  0.088
9 C -4.56 -2.51 2.11  -0.169
10 O -3.62 -1.79 2.87  0.060
11 H -7.22 -1.73 0.07  0.133
12 H -6.85 -5.10 -0.80  0.121
13 H -3.55 -4.29 2.29  0.124
14 H -3.89 -0.89 3.03  0.103
15 O 4.89 1.73 -1.86  0.079
16 C 4.05 2.03 -2.75  -0.270
17 C 2.94 1.11 -2.85  0.059
18 C 2.06 1.04 -3.86  -0.258
19 O 1.03 0.23 -3.84  0.109
20 C 2.20 1.92 -5.08  -0.260
21 O 1.54 1.85 -6.12  0.094
22 C 3.36 2.89 -5.00  0.085
23 C 4.25 2.91 -3.96  -0.202
24 O 5.45 3.57 -3.92  0.081
25 H 2.68 0.52 -1.99  0.128
26 H 0.25 0.61 -4.26  0.080
27 H 3.65 3.55 -5.81  0.126
28 H 6.00 3.30 -3.18  0.104
29 O 4.28 2.63 2.55  0.100
30 C 4.54 3.80 2.29  -0.242
31 C 5.71 4.50 2.81  0.079
32 C 5.96 5.81 2.53  -0.164
33 O 7.07 6.47 3.04  0.077
34 C 5.04 6.69 1.68  -0.247
35 O 5.36 7.89 1.48  0.080
36 C 3.85 5.98 1.16  0.048
37 C 3.64 4.75 1.44  -0.185
38 O 2.54 4.11 0.90  0.076
39 H 6.50 3.99 3.35  0.134
40 H 7.06 7.37 2.71  0.094
41 H 3.15 6.59 0.61  0.128
42 H 2.48 3.19 1.18  0.066
43 O 3.84 0.41 9.02  0.124
44 C 3.45 0.52 7.86  -0.325
45 C 4.36 0.95 6.87  0.080
46 C 4.10 1.03 5.54  -0.229
47 O 5.03 1.40 4.63  0.098
48 C 2.78 0.89 5.04  -0.355
49 O 2.40 0.99 3.89  0.125
50 C 1.89 0.42 6.01  0.039
51 C 2.14 0.13 7.26  -0.179
52 O 1.16 -0.31 8.15  0.090
53 H 5.42 1.13 6.99  0.146
54 H 4.57 1.27 3.80  0.057
55 H 0.88 0.45 5.63  0.151
56 H 1.48 -0.04 9.01  0.102
57 O 6.26 -3.28 3.85  0.133
58 C 5.59 -3.31 2.84  -0.336
59 C 5.63 -4.21 1.68  0.106
60 C 4.90 -3.92 0.52  -0.201
61 O 5.01 -4.79 -0.50  0.097
62 C 3.91 -2.82 0.39  -0.309
63 O 3.38 -2.64 -0.70  0.118
64 C 3.95 -1.93 1.57  0.090
65 C 4.61 -2.24 2.69  -0.188
66 O 4.69 -1.25 3.67  0.065
67 H 6.37 -4.99 1.69  0.128
68 H 4.22 -4.65 -1.02  0.105
69 H 3.49 -0.96 1.39  0.126
70 H 5.04 -1.69 4.45  0.102
71 O -4.32 4.45 -7.99  0.104
72 C -3.78 3.45 -7.46  -0.288
73 C -2.98 2.46 -8.17  0.081
74 C -2.34 1.43 -7.62  -0.249
75 O -1.59 0.60 -8.34  0.127
76 C -2.29 1.24 -6.19  -0.288
77 O -1.50 0.50 -5.57  0.088
78 C -3.37 1.95 -5.57  0.075
79 C -4.05 3.00 -6.08  -0.160
80 O -5.15 3.65 -5.51  0.083
81 H -3.02 2.51 -9.24  0.142
82 H -1.05 0.02 -7.79  0.118
83 H -3.69 1.63 -4.59  0.106
84 H -5.50 4.35 -6.07  0.106
85 O -2.48 -1.68 -1.13  0.106
86 C -1.60 -1.04 -0.57  -0.301
87 C -1.00 -1.45 0.75  0.110
88 C 0.08 -0.74 1.27  -0.122
89 O 0.81 -1.09 2.42  0.050
90 C 0.56 0.55 0.69  -0.259
91 O 1.50 1.20 1.24  0.069
92 C -0.04 0.90 -0.57  0.063
93 C -1.08 0.19 -1.10  -0.202
94 O -1.73 0.65 -2.21  0.091
95 H -1.39 -2.40 1.10  0.114
96 H 1.36 -0.37 2.74  0.054
97 H 0.20 1.84 -1.04  0.130
98 H -2.37 0.01 -2.52  0.078
99 O 2.07 -8.62 1.93  0.153
100 C 1.17 -7.95 1.51  -0.379
101 C 1.39 -6.59 1.04  0.075
102 C 0.49 -5.70 0.52  -0.165
103 O 0.96 -4.42 0.30  0.048
104 C -0.99 -6.06 0.56  -0.310
105 O -1.93 -5.43 0.16  0.116
106 C -1.22 -7.42 1.17  0.104
107 C -0.21 -8.27 1.57  -0.208
108 O -0.34 -9.51 2.18  0.082
109 H 2.39 -6.19 1.00  0.128
110 H 0.40 -3.92 -0.30  0.057
111 H -2.23 -7.75 1.34  0.126
112 H 0.53 -9.90 2.30  0.096
113 O 0.71 7.92 -0.23  0.124
114 C 0.24 6.81 -0.06  -0.317
115 C -0.30 6.06 -1.17  0.060
116 C -0.91 4.91 -1.07  -0.213
117 O -1.39 4.15 -2.11  0.090
118 C -1.22 4.18 0.20  -0.270
119 O -1.91 3.12 0.40  0.066
120 C -0.71 4.94 1.33  0.065
121 C 0.02 6.10 1.28  -0.176
122 O 0.67 6.70 2.31  0.100
123 H -0.22 6.43 -2.19  0.147
124 H -1.69 3.33 -1.73  0.067
125 H -0.98 4.39 2.21  0.131
126 H 1.00 7.54 1.96  0.102
127 C -1.51 -3.33 -3.98  0.059
128 N -0.33 -3.96 -3.23  -0.372
129 O -0.54 -4.05 -2.04  0.041
130 O 0.70 -4.30 -3.81  0.092
131 H -1.91 -3.90 -4.82  0.097
132 H -1.29 -2.32 -4.34  0.087
133 H -2.35 -3.22 -3.30  0.074
134 C 0.68 -3.08 4.82  0.063
135 N 1.88 -3.98 4.74  -0.446
136 O 1.94 -4.88 3.94  0.079
137 O 2.76 -3.62 5.49  0.053
138 H 1.01 -2.11 5.20  0.075
139 H 0.15 -3.62 5.61  0.107
140 H 0.24 -3.03 3.83  0.082
141 C -4.95 -1.05 -3.44  -0.089
142 O -4.49 0.18 -2.90  -0.217
143 C -5.24 0.54 -1.74  -0.193
144 C -4.99 1.98 -1.21  -0.350
145 C -6.03 2.40 -0.16  -0.047
146 N -5.27 2.92 -2.37  0.042
147 H -5.92 -1.08 -3.94  0.095
148 H -4.91 -1.78 -2.63  0.081
149 H -4.23 -1.41 -4.17  0.080
150 H -6.28 0.21 -1.77  0.126
151 H -4.95 -0.08 -0.90  0.100
152 H -3.95 2.12 -0.92  0.110
153 H -5.97 1.77 0.73  0.063
154 H -6.98 2.48 -0.68  0.078
155 H -5.81 3.43 0.14  0.079
156 H -6.26 2.94 -2.57  0.060
157 H -4.94 2.59 -3.27  0.016


Gap between HOMO and LUMO (computed, eV): 7.208 6.935